{
  "formula": "C3H5NO2",
  "method": "wB97M-V/def2-TZVPD",
  "smiles": "N#C[C@H](O)CO",
  "energy_ev": -8776.074,
  "relative_energy_kj_mol": 156.4,
  "total_charge": 0,
  "e_homo_ev": -11.01,
  "orbital_gap_ev": 11.400,
  "symbols": ["N", "C", "C", "O", "C", "O", "H", "H", "H", "H", "H"],
  "coordinates": [[-2.580, -0.708, -1.338], [-1.745, -0.328, -0.634], [-0.685, 0.124, 0.290], [-0.479, 1.499, 0.136], [0.663, -0.590, -0.001], [1.698, 0.227, 0.537], [-1.031, -0.119, 1.308], [0.434, 1.597, 0.469], [0.774, -0.721, -1.082], [0.710, -1.565, 0.491], [2.240, 0.584, -0.177]],
  "forces_ev_per_a": [[0.900, 0.367, 0.713], [-0.677, -0.367, -0.583], [-0.001, -0.236, 0.005], [0.032, 0.159, 0.097], [-0.102, -0.189, -0.102], [0.180, -0.058, -0.099], [0.126, 0.065, -0.130], [-0.303, 0.326, -0.045], [0.037, 0.026, 0.159], [-0.102, 0.080, -0.117], [-0.091, -0.175, 0.102]],
  "lowdin_charge": [0.16, -0.15, -0.37, -0.02, -0.17, -0.06, 0.15, 0.08, 0.13, 0.13, 0.11]
}